(1)
{
  "formula": "C2H7N5S",
  "method": "ωB97M-V/def2-TZVPD",
  "e_lumo_ev": 0.51,
  "gap_ev": 9.1,
  "homo_ha": -0.317,
  "de_lowest_kj_mol": 361.2,
  "charge": 0,
  "fmax_ev_per_a": 10.4,
  "symbols": ["S", "N", "N", "N", "N", "N", "C", "C", "H", "H", "H", "H", "H", "H", "H"],
  "coordinates": [[0.988, 0.510, -2.781], [-0.819, 0.031, -0.895], [0.599, -0.535, 0.880], [-1.670, -0.528, 3.362], [1.337, 0.645, -1.181], [-1.338, -0.196, 2.019], [0.273, -0.022, -0.461], [-0.122, -0.599, 1.906], [-0.373, 1.144, -2.766], [-1.704, -0.182, -0.464], [0.261, -1.023, 2.775], [1.682, -0.643, 1.019], [1.577, 1.695, -0.656], [-2.777, 0.133, 3.538], [-2.139, -1.488, 3.083]],
  "atomic_forces_ev_per_a": [[-1.51, 2.13, -1.94], [-6.40, 0.56, -2.63], [7.95, 0.74, -6.61], [-7.02, -0.31, 0.14], [1.02, 1.78, 3.56], [1.42, 0.53, -0.91], [4.15, 0.53, 4.87], [-4.85, 0.98, 3.08], [2.38, -1.13, -0.26], [0.51, -0.68, 0.58], [1.36, -0.80, 1.46], [-3.01, 0.15, -0.37], [-1.00, -3.87, -2.27], [4.34, -2.57, -0.49], [0.67, 1.96, 1.80]],
  "nbo_charge": [0.20, -0.68, -0.61, -0.66, -0.84, -0.41, 0.57, 0.23, 0.12, 0.41, 0.18, 0.41, 0.40, 0.33, 0.34]
}

(2)
{
  "formula": "C2H7N6S",
  "method": "ωB97M-V/def2-TZVPD",
  "e_lumo_ev": [-5.40, -5.42],
  "gap_ev": [6.9, 6.8],
  "homo_ha": [-0.451, -0.450],
  "de_lowest_kj_mol": 0.0,
  "charge": 1,
  "fmax_ev_per_a": 5.0,
  "symbols": ["S", "N", "N", "N", "N", "N", "N", "C", "C", "H", "H", "H", "H", "H", "H", "H"],
  "coordinates": [[-4.296, 0.991, 0.511], [1.011, -1.574, -0.590], [0.460, -0.572, 0.067], [2.302, 1.141, -0.019], [-1.529, 0.689, 0.475], [-2.856, -1.066, -0.084], [-1.686, -1.448, -0.279], [-2.809, 0.227, 0.356], [-0.823, -0.473, 0.141], [1.400, 0.421, 0.377], [-1.230, 1.539, 0.872], [0.427, -2.278, -1.060], [2.316, 1.062, -1.042], [3.269, 1.031, 0.402], [1.986, 2.128, 0.280], [2.059, -1.817, -0.407]],
  "atomic_forces_ev_per_a": [[1.65, -0.16, 0.16], [3.08, -1.99, -0.75], [-0.27, 0.66, 1.00], [0.32, 2.11, 1.95], [-0.42, -3.31, -0.63], [-0.51, -0.45, -0.36], [1.37, -1.36, -0.15], [-3.94, 2.97, 0.70], [1.08, 1.42, -0.25], [0.67, -0.32, -1.11], [0.18, 0.84, 0.46], [0.31, 0.49, 0.58], [0.18, 0.20, 0.38], [-1.43, -0.06, -0.79], [0.77, -1.73, -0.97], [-3.04, 0.68, -0.23]],
  "nbo_charge": [0.16, -0.60, -0.28, -0.98, -0.58, -0.10, -0.19, 0.10, 0.43, 0.44, 0.45, 0.43, 0.44, 0.44, 0.43, 0.41]
}

For reference, energy by record: -20468.0888 -21953.5348 eV.